Computed, not measured: 2 unconnected molecules or ions with the total composition C2H3OP at a distorted geometry, with the ωB97M-V functional and the def2-TZVPD basis.

```
7
C2H3OP (the ωB97M-V functional and the def2-TZVPD basis)
C 1.43343 -0.89221 -0.67526
P 1.48504 -2.13821 -1.64233
H 1.82296 -0.21147 0.10145
C -1.12921 0.80778 0.50021
O -1.95156 1.59978 0.87151
H -0.36831 0.68175 1.15830
H -1.29235 0.15256 -0.31389
```

The SMILES is C#P.C=O. As for the spin multiplicity: 1. As for the gap between HOMO and LUMO: 9.98 eV. The value obtained for the energy is -13455.349 eV. Its LUMO energy is -0.157 eV. For the maximum force, the calculation gives 3.789 eV Å⁻¹.